1.
The following is a DFT calculation (the ωB97M-V functional and the def2-TZVPD basis) of C10H30BaNO8 as an isolated structure in a non-equilibrium geometry.

Its net charge is +1. As for the largest force on an atom: 4.27 eV/Å. The HOMO energy comes out at -10.91 eV. The value obtained for the LUMO energy is -4.87 eV. The value obtained for the HOMO-LUMO gap is 6.0367 eV.

Cartesian coordinates (Å):
1 Ba -4.304 -1.882 -0.156
2 N -1.257 0.673 -0.954
3 O -0.054 0.455 -0.633
4 O -2.181 -0.057 -0.577
5 O -1.554 1.647 -1.689
6 C 1.337 -1.754 2.766
7 C 1.396 -2.109 1.230
8 O 0.155 -1.937 0.538
9 H 2.371 -1.687 3.105
10 H 0.907 -2.504 3.431
11 H 0.895 -0.786 3.002
12 H 1.938 -3.054 1.188
13 H 2.191 -1.501 0.799
14 H 0.192 -1.044 0.187
15 C -2.989 0.788 3.780
16 C -3.025 0.305 2.310
17 O -4.209 -0.337 2.000
18 H -2.080 1.303 4.094
19 H -3.203 -0.091 4.388
20 H -3.820 1.479 3.915
21 H -2.310 -0.491 2.100
22 H -2.669 1.089 1.641
23 H -4.939 0.251 2.205
24 C -0.389 -4.456 -1.880
25 C -1.203 -3.255 -2.313
26 O -1.863 -2.958 -1.025
27 H -0.993 -5.297 -1.538
28 H 0.371 -4.195 -1.143
29 H 0.104 -4.982 -2.698
30 H -1.849 -3.486 -3.159
31 H -0.576 -2.403 -2.578
32 H -1.193 -2.596 -0.440
33 C 4.001 1.313 -3.823
34 C 3.316 2.043 -2.699
35 O 1.915 1.978 -2.816
36 H 3.607 1.520 -4.818
37 H 3.658 0.288 -3.677
38 H 5.083 1.363 -3.696
39 H 3.729 3.048 -2.778
40 H 3.492 1.688 -1.684
41 H 1.607 1.149 -2.443
42 C -0.057 3.655 1.381
43 C 0.902 3.650 0.196
44 O 1.584 2.412 0.250
45 H 0.400 3.751 2.366
46 H -0.598 2.708 1.396
47 H -0.716 4.523 1.384
48 H 1.548 4.528 0.211
49 H 0.350 3.576 -0.741
50 H 0.986 1.677 0.096

=====

2.
The following is a DFT calculation (the ωB97M-V functional and the def2-TZVPD basis) of C44H51KN7P2S2 as an isolated structure.

Its net charge is +1. As for the largest force on an atom: 0.75 eV/Å. The HOMO energy comes out at -9.60 eV. The value obtained for the LUMO energy is -2.31 eV. The value obtained for the HOMO-LUMO gap is 7.2913 eV.

Cartesian coordinates (Å):
1 K 0.086 -1.681 1.150
2 N 0.496 -0.516 4.181
3 C 1.001 -1.724 4.854
4 C 2.273 -2.221 4.188
5 N 2.093 -2.426 2.745
6 C 2.970 -3.433 2.126
7 C 2.161 -4.575 1.523
8 N 1.311 -4.080 0.422
9 H -0.332 -0.182 4.661
10 H 1.182 0.230 4.256
11 H 1.212 -1.575 5.917
12 H 0.230 -2.494 4.777
13 H 3.088 -1.519 4.403
14 H 2.538 -3.175 4.646
15 H 2.226 -1.531 2.284
16 H 3.579 -2.977 1.340
17 H 3.659 -3.849 2.863
18 H 2.847 -5.367 1.209
19 H 1.515 -4.988 2.301
20 H 1.896 -3.853 -0.376
21 H 0.696 -4.823 0.107
22 N -4.964 -1.845 -0.079
23 C -5.392 -1.044 -1.163
24 C -6.626 -1.267 -1.748
25 C -7.055 -0.472 -2.805
26 C -6.241 0.538 -3.287
27 C -4.994 0.752 -2.709
28 C -4.577 -0.030 -1.647
29 S -3.005 0.264 -0.883
30 N -2.728 -1.123 0.036
31 C -3.658 -1.944 0.331
32 C -3.317 -3.104 1.221
33 C -4.193 -4.157 1.452
34 C -3.814 -5.178 2.313
35 C -2.570 -5.127 2.911
36 C -1.753 -4.049 2.606
37 N -2.110 -3.063 1.789
38 H -5.617 -2.536 0.232
39 H -7.265 -2.060 -1.368
40 H -8.024 -0.654 -3.252
41 H -6.567 1.162 -4.110
42 H -4.347 1.543 -3.076
43 H -5.156 -4.221 0.965
44 H -4.486 -6.003 2.508
45 H -2.240 -5.901 3.591
46 H -0.756 -3.965 3.037
47 C 1.913 4.229 -5.041
48 S 0.452 3.335 -4.467
49 C 0.301 4.058 -2.807
50 C 1.045 3.314 -1.698
51 C 0.408 1.954 -1.440
52 N 1.033 1.140 -0.383
53 P 2.228 -0.061 -0.667
54 C 3.428 0.680 -1.839
55 C 4.636 1.128 -1.303
56 C 5.611 1.690 -2.117
57 C 5.390 1.797 -3.483
58 C 4.191 1.353 -4.027
59 C 3.214 0.798 -3.212
60 C 1.391 -1.282 -1.759
61 C 2.177 -2.268 -2.365
62 C 1.598 -3.234 -3.173
63 C 0.221 -3.235 -3.381
64 C -0.568 -2.276 -2.765
65 C 0.015 -1.312 -1.947
66 P 0.774 1.291 1.314
67 C -0.974 1.824 1.498
68 C -1.460 3.063 1.070
69 C -2.779 3.421 1.297
70 C -3.629 2.560 1.985
71 C -3.156 1.340 2.437
72 C -1.838 0.972 2.187
73 C 1.603 2.843 1.839
74 C 1.179 3.492 3.001
75 C 1.890 4.574 3.504
76 C 3.037 5.016 2.856
77 C 3.473 4.369 1.709
78 C 2.765 3.283 1.210
79 H 2.063 3.950 -6.084
80 H 2.797 3.954 -4.465
81 H 1.739 5.303 -4.984
82 H -0.770 4.082 -2.589
83 H 0.646 5.089 -2.876
84 H 1.001 3.923 -0.790
85 H 2.101 3.191 -1.955
86 H 0.405 1.383 -2.371
87 H -0.636 2.107 -1.162
88 H 4.820 1.022 -0.239
89 H 6.545 2.031 -1.688
90 H 6.154 2.220 -4.125
91 H 4.011 1.438 -5.093
92 H 2.284 0.465 -3.655
93 H 3.254 -2.261 -2.223
94 H 2.220 -3.982 -3.649
95 H -0.229 -3.976 -4.030
96 H -1.642 -2.268 -2.921
97 H -0.616 -0.566 -1.477
98 H -0.796 3.765 0.579
99 H -3.142 4.383 0.956
100 H -4.656 2.847 2.177
101 H -3.810 0.670 2.984
102 H -1.471 0.017 2.541
103 H 0.279 3.160 3.508
104 H 1.545 5.079 4.398
105 H 3.589 5.862 3.246
106 H 4.365 4.713 1.200
107 H 3.108 2.785 0.310

=====

3.
The following is a DFT calculation (the ωB97M-V functional and the def2-TZVPD basis) of C15H11BF4NO6Sc as an isolated structure in a non-equilibrium geometry.

Its net charge is -2. As for the largest force on an atom: 4.17 eV/Å. The HOMO energy comes out at -2.69 eV. The value obtained for the LUMO energy is 5.08 eV. The value obtained for the HOMO-LUMO gap is 7.7710 eV.

Cartesian coordinates (Å):
1 Sc 10.108 9.186 6.121
2 O 9.619 10.016 10.071
3 C 9.488 9.981 8.863
4 O 10.040 9.076 8.097
5 C 8.564 10.935 8.011
6 O 7.809 11.719 8.620
7 O 8.650 10.699 6.788
8 N 9.330 5.554 4.707
9 C 9.105 5.490 6.071
10 C 7.794 5.131 6.464
11 C 7.445 5.176 7.777
12 C 8.381 5.598 8.737
13 C 9.652 5.912 8.360
14 C 10.038 5.862 7.044
15 C 11.350 6.194 6.478
16 C 12.223 5.083 6.342
17 C 13.302 5.230 5.543
18 C 13.645 6.452 4.973
19 C 12.816 7.561 5.115
20 C 11.605 7.493 5.867
21 H 8.548 6.020 4.226
22 H 10.167 6.085 4.467
23 H 7.020 4.843 5.687
24 H 6.471 4.925 8.189
25 H 7.954 5.763 9.644
26 H 10.294 6.352 9.081
27 H 11.873 4.134 6.815
28 H 13.926 4.287 5.386
29 H 14.501 6.557 4.312
30 H 13.064 8.438 4.567
31 F 13.232 11.330 5.212
32 B 11.859 11.341 5.190
33 F 11.383 12.407 4.382
34 F 11.265 11.376 6.468
35 F 11.358 10.072 4.568
36 O 7.197 7.527 3.551
37 C 7.564 8.444 4.363
38 O 8.673 8.444 4.972
39 H 6.866 9.256 4.465

=====

> Number 1 is which compound?

C10H30BaNO8

=====

> Which formula does entry 3 have?

C15H11BF4NO6Sc